Entry 1
DFT (ωB97M-V with the def2-TZVPD basis set) results for a single C5H6ClNS molecule.

The geometry in XYZ format:
```
14
Properties=species:S:1:pos:R:3:nbo_charge:R:1
C 0.491 1.898 0.282 -0.329
C 1.227 1.160 -0.542 -0.247
C 1.278 -0.314 -0.479 0.007
Cl 2.893 -0.960 -0.644 -0.001
C 0.268 -1.163 -0.309 -0.307
C -1.178 -0.795 -0.244 0.081
N -1.734 -1.060 0.952 -0.773
S -2.030 -0.216 -1.519 -0.118
H 0.483 2.981 0.195 0.209
H -0.105 1.452 1.063 0.197
H 1.847 1.623 -1.328 0.227
H 0.474 -2.236 -0.242 0.240
H -1.183 -1.438 1.739 0.401
H -2.731 -0.932 1.078 0.412
```

E_LUMO	0.0061	Eh
total charge	0
spin multiplicity	1

=====

Entry 2
DFT (ωB97M-V with the def2-TZVPD basis set) results for a single C5H6ClNS molecule.

The geometry in XYZ format:
```
14
Properties=species:S:1:pos:R:3:nbo_charge:R:1
C -0.433 -0.628 2.003 -0.380
C -0.739 0.019 0.878 -0.074
Cl -2.306 0.693 0.612 0.037
C 0.301 0.445 -0.089 0.247
N 1.171 1.348 0.435 -0.763
C 0.422 0.035 -1.393 -0.395
C -0.361 -0.999 -2.041 -0.268
S -1.523 -2.021 -1.494 -0.056
H -1.184 -0.763 2.781 0.223
H 0.595 -0.989 2.174 0.220
H 0.981 1.765 1.342 0.409
H 1.938 1.733 -0.137 0.403
H 1.200 0.477 -1.993 0.207
H -0.063 -1.114 -3.078 0.190
```

E_LUMO	-0.0075	Eh
total charge	0
spin multiplicity	1

=====

The computed energies, referenced to the most stable structure and given in hartree, are entry 1 0.0000; entry 2 0.0167.

=====

Entry 1
DFT (ωB97M-V with the def2-TZVPD basis set) results for 2 unconnected molecules or ions with the total composition CH5PS2.

The geometry in XYZ format:
```
9
Properties=species:S:1:pos:R:3:nbo_charge:R:1
C -0.358 0.369 0.882 -0.989
P 0.277 -0.725 2.255 0.656
S -0.616 -2.419 1.867 -0.387
H -1.347 0.874 1.291 0.254
H 0.349 1.261 0.852 0.221
H -0.434 -0.137 0.017 0.239
S 0.791 -0.331 -2.352 -0.263
H 0.215 0.418 -3.231 0.135
H 1.123 0.689 -1.580 0.135
```

E_LUMO	-0.0448	Eh
total charge	0
spin multiplicity	1

=====

Entry 2
DFT (ωB97M-V with the def2-TZVPD basis set) results for 2 unconnected molecules or ions with the total composition CH5PS2.

The geometry in XYZ format:
```
9
Properties=species:S:1:pos:R:3:nbo_charge:R:1
C 0.047 -0.438 1.080 -0.964
P 0.668 -0.450 -0.680 0.754
S -1.986 1.677 -0.823 -0.411
S 1.725 -2.021 -1.141 -0.299
H -0.993 -0.801 1.114 0.265
H -0.336 0.595 1.215 0.282
H 0.777 -0.966 1.736 0.259
H 1.830 0.533 -0.472 0.025
H -1.733 1.871 -2.029 0.089
```

E_LUMO (alpha / beta)	-0.1309 / -0.1309	Eh
total charge	0
spin multiplicity	1

=====

The computed energies, referenced to the most stable structure and given in hartree, are entry 1 0.0000; entry 2 0.0926.

=====

Entry 1
DFT (ωB97M-V with the def2-TZVPD basis set) results for 2 unconnected molecules or ions with the total composition CH5PS2.

The geometry in XYZ format:
```
9
Properties=species:S:1:pos:R:3:nbo_charge:R:1
C 1.668 0.388 -0.052 -0.987
P 1.774 -1.492 0.129 0.664
S -0.018 -2.127 0.145 -0.383
H 0.864 0.998 0.280 0.241
H 1.929 0.597 -1.087 0.241
H 2.474 0.699 0.596 0.227
S -3.426 0.305 0.350 -0.297
H -2.683 1.271 -0.236 0.140
H -2.583 -0.639 -0.125 0.154
```

E_LUMO	-0.0456	Eh
total charge	0
spin multiplicity	1

=====

Entry 2
DFT (ωB97M-V with the def2-TZVPD basis set) results for a molecular structure, CH5PS2.

The geometry in XYZ format:
```
9
Properties=species:S:1:pos:R:3:nbo_charge:R:1
C -1.238 -0.248 -0.024 -0.970
P -0.669 1.503 -0.172 0.508
S 2.123 -1.091 -0.041 -0.122
S 1.955 0.909 0.140 -0.244
H -1.323 -0.745 -0.976 0.240
H -2.217 -0.323 0.230 0.235
H -0.581 -0.892 0.656 0.248
H -1.099 2.026 1.201 -0.028
H 3.049 -1.139 -1.015 0.133
```

E_LUMO	-0.0360	Eh
total charge	0
spin multiplicity	1

=====

Entry 3
DFT (ωB97M-V with the def2-TZVPD basis set) results for 2 unconnected molecules or ions with the total composition CH5PS2.

The geometry in XYZ format:
```
9
Properties=species:S:1:pos:R:3:nbo_charge:R:1
C 1.409 0.512 -1.162 -0.586
P -2.343 -0.298 1.853 0.101
S 0.177 0.157 0.026 0.084
S 1.862 -0.515 -2.488 0.064
H 1.593 1.574 -1.332 0.209
H -2.138 0.535 2.902 -0.056
H -3.324 0.654 1.816 -0.050
H 0.648 -1.078 -0.050 0.118
H 2.116 -1.541 -1.565 0.116
```

E_LUMO (alpha / beta)	-0.0036 / -0.0453	Eh
total charge	0
spin multiplicity	1

=====

The computed energies, referenced to the most stable structure and given in hartree, are entry 1 0.0000; entry 2 0.0366; entry 3 0.1303.

=====

Entry 1
DFT (ωB97M-V with the def2-TZVPD basis set) results for a single C4H6N4 molecule.

The geometry in XYZ format:
```
14
Properties=species:S:1:pos:R:3:nbo_charge:R:1
N -0.770 1.649 -1.629 -0.794
C 0.351 0.818 -1.349 -0.260
C 0.157 -0.001 -0.087 0.174
C 0.722 -1.156 0.359 -0.257
C 0.202 -1.727 1.484 0.030
N -0.601 -1.027 2.300 -0.227
N -0.955 0.158 1.935 0.001
N -0.654 0.656 0.782 -0.260
H -1.623 1.022 -1.412 0.354
H -0.759 2.362 -0.755 0.375
H 1.296 1.443 -1.277 0.219
H 0.563 0.120 -2.258 0.201
H 1.680 -1.652 0.015 0.233
H 0.389 -2.667 1.892 0.212
```

E_LUMO	0.0087	Eh
total charge	0
spin multiplicity	1

=====

Entry 2
DFT (ωB97M-V with the def2-TZVPD basis set) results for a single C4H6N4 molecule.

The geometry in XYZ format:
```
14
Properties=species:S:1:pos:R:3:nbo_charge:R:1
H 1.671 2.806 1.145 0.382
N 1.479 2.298 0.312 -0.731
C 0.920 1.183 0.237 0.595
N 0.720 0.404 -0.918 -0.602
C -0.481 -0.397 -0.727 -0.221
C -0.524 -0.639 0.821 -0.201
N 0.236 0.511 1.297 -0.509
C 0.310 0.772 2.623 0.427
N 0.254 1.184 3.690 -0.342
H 0.552 0.985 -1.758 0.399
H -0.595 -1.312 -1.260 0.213
H -1.317 0.212 -0.936 0.179
H -1.584 -0.586 1.150 0.208
H -0.032 -1.497 1.256 0.203
```

E_LUMO	0.0229	Eh
total charge	0
spin multiplicity	1

=====

The computed energies, referenced to the most stable structure and given in hartree, are entry 1 0.0698; entry 2 0.0000.

=====

Entry 1
DFT (ωB97M-V with the def2-TZVPD basis set) results for a single C4H6N4 molecule.

The geometry in XYZ format:
```
14
Properties=species:S:1:pos:R:3:nbo_charge:R:1
C 1.212 1.208 -0.336 0.000
N 1.933 0.203 -0.738 -0.191
N 1.579 -1.046 -0.145 -0.475
C 0.047 -0.835 0.422 -0.143
C -1.326 -1.146 -0.374 0.030
N -2.090 -0.182 -0.595 -0.218
N -1.433 0.952 -0.298 -0.447
C -0.132 0.796 0.363 -0.168
H 1.252 2.237 -0.646 0.204
H 2.210 -1.701 -0.040 0.384
H -0.059 -1.063 1.613 0.226
H -1.287 -2.265 -1.054 0.209
H -1.916 1.753 0.355 0.377
H 0.011 1.089 1.472 0.211
```

E_LUMO	0.0279	Eh
total charge	0
spin multiplicity	1

=====

Entry 2
DFT (ωB97M-V with the def2-TZVPD basis set) results for 3 unconnected molecules or ions with the total composition C4H6N4.

The geometry in XYZ format:
```
14
Properties=species:S:1:pos:R:3:nbo_charge:R:1
C 0.104 -0.631 0.876 0.246
C -0.610 0.829 -1.116 0.359
C 0.368 0.299 -2.028 -0.062
C 1.293 -0.278 -2.475 -0.162
H 0.563 -2.791 2.825 0.350
H 0.662 -0.763 4.425 0.282
H 0.884 -1.104 0.226 0.188
H -1.365 0.996 0.787 0.417
H -1.884 2.323 -1.054 0.319
H 2.150 -0.549 -2.947 0.223
N 0.863 -1.419 2.858 -0.573
N -0.018 -0.693 2.114 -0.346
N -0.817 0.193 0.139 -0.607
N -1.163 2.000 -1.653 -0.634
```

E_LUMO	-0.0230	Eh
total charge	0
spin multiplicity	1

=====

Entry 3
DFT (ωB97M-V with the def2-TZVPD basis set) results for a single C4H6N4 molecule.

The geometry in XYZ format:
```
14
Properties=species:S:1:pos:R:3:nbo_charge:R:1
C -1.161 1.522 -0.100 -0.045
C 0.122 1.070 -0.076 -0.202
C -0.762 -1.121 -0.117 0.505
C 1.410 1.011 0.200 0.012
N -2.220 0.743 -0.013 -0.274
N 2.269 0.085 -0.337 -0.782
N -1.953 -0.588 0.089 -0.438
N -0.031 -2.109 -0.051 -0.740
H -1.405 2.545 -0.365 0.209
H 1.878 1.744 0.861 0.194
H 3.103 -0.108 0.194 0.379
H -2.792 -1.132 -0.105 0.403
H 1.806 -0.740 -0.700 0.408
H -0.264 -2.921 0.520 0.370
```

E_LUMO (alpha / beta)	0.0118 / 0.0118	Eh
total charge	0
spin multiplicity	1

=====

The computed energies, referenced to the most stable structure and given in hartree, are entry 1 0.0578; entry 2 0.1811; entry 3 0.0000.

=====

Entry 1
DFT (ωB97M-V with the def2-TZVPD basis set) results for a single C4H6N4 molecule.

The geometry in XYZ format:
```
14
Properties=species:S:1:pos:R:3:nbo_charge:R:1
C 1.232 -1.199 0.050 -0.308
N 2.138 -0.033 0.197 -0.564
C 1.210 1.334 0.019 -0.263
C -0.152 0.684 -0.230 0.051
N -1.466 1.001 0.163 -0.393
N -2.127 -0.221 0.156 -0.042
N -1.253 -1.171 -0.106 -0.219
C -0.015 -0.643 -0.215 0.053
H 1.373 -2.226 -0.444 0.244
H 1.054 -1.807 0.927 0.219
H 2.413 0.165 -0.827 0.351
H 1.580 2.092 -0.829 0.216
H 1.100 1.921 1.070 0.219
H -2.216 1.761 -0.511 0.435
```

E_LUMO	0.0124	Eh
total charge	0
spin multiplicity	1

=====

Entry 2
DFT (ωB97M-V with the def2-TZVPD basis set) results for a single C4H6N4 molecule.

The geometry in XYZ format:
```
14
Properties=species:S:1:pos:R:3:nbo_charge:R:1
H 3.000 -0.873 1.199 0.353
N 2.070 -0.544 1.453 -0.653
C 1.463 0.036 0.531 0.460
N 1.603 0.658 -0.691 -0.613
C 0.390 0.974 0.101 -0.149
C -0.871 0.262 -0.232 -0.048
N -1.304 0.295 -1.571 -0.820
C -1.212 -0.659 0.659 0.343
N -1.873 -1.196 1.541 -0.607
H 1.480 0.145 -1.554 0.389
H 0.328 1.998 0.458 0.213
H -1.252 1.213 -1.996 0.381
H -2.194 -0.165 -1.713 0.383
H -1.628 -2.144 1.815 0.368
```

E_LUMO	0.0299	Eh
total charge	0
spin multiplicity	1

=====

The computed energies, referenced to the most stable structure and given in hartree, are entry 1 0.0617; entry 2 0.0000.